No. 1
9
Properties=species:S:1:pos:R:3:lowdin_spin:R:1 method="wB97M-V/def2-TZVPD" multiplicity=3 gap_ev="5.97 / 7.12" homo_ev="-5.450 / -10.142"
C 0.904 0.823 -1.204 0.310
C -1.310 -0.700 1.034 0.322
O 2.199 1.037 -1.034 0.098
O 0.263 1.099 -2.140 0.054
S 0.367 -0.164 0.396 1.144
H -1.053 -1.194 1.875 0.024
H -1.941 -1.300 0.257 0.019
H -1.848 0.136 1.315 0.022
H 2.419 0.264 -0.501 0.006

***

No. 2
10
Properties=species:S:1:pos:R:3:lowdin_charge:R:1 method="wB97M-V/def2-TZVPD" smiles=O[C@]1(CS)OS1 gap_ev=9.21 homo_ev=-9.010
O -0.627 -1.161 -1.063 0.033
C 0.357 -0.536 -0.395 -0.993
C -0.150 0.334 0.717 -0.481
S -1.103 1.720 -0.027 0.728
O 1.472 -0.161 -1.073 -0.349
S 1.876 -1.458 -0.036 0.918
H -0.299 -1.522 -1.899 0.130
H 0.689 0.741 1.280 0.078
H -0.817 -0.243 1.355 0.089
H -1.398 2.287 1.141 -0.153

***

No. 3
9
Properties=species:S:1:pos:R:3:lowdin_charge:R:1 method="wB97M-V/def2-TZVPD" smiles=CC1(O)OO1 gap_ev=11.11 homo_ev=-10.228
C 0.975 -0.419 0.043 0.018
C -0.422 0.085 -0.033 -0.636
O -0.492 1.477 -0.112 0.103
O -1.443 -0.454 0.685 0.052
O -1.386 -0.726 -0.680 0.057
H 1.504 0.065 -0.844 0.116
H 1.100 -1.477 -0.010 0.071
H 1.574 -0.160 1.033 0.138
H -1.411 1.608 -0.082 0.083

***

No. 4
9
Properties=species:S:1:pos:R:3:lowdin_charge:R:1 method="wB97M-V/def2-TZVPD" gap_ev="9.02 / 9.02" homo_ev="-9.321 / -9.322"
C -1.436 -0.175 0.147 -0.349
C 0.108 -0.423 -0.178 -0.013
O -1.229 1.130 0.026 -0.104
O 2.096 0.612 -0.130 0.056
O 1.122 -0.213 0.607 0.004
H -1.892 -0.679 -0.716 0.100
H -1.854 -0.534 1.148 0.130
H 0.174 -0.170 -1.183 0.104
H 2.910 0.452 0.279 0.071

***

No. 5
9
Properties=species:S:1:pos:R:3:lowdin_charge:R:1 method="wB97M-V/def2-TZVPD" smiles="O=C(O)CO" gap_ev=10.85 homo_ev=-10.528
O 0.471 1.371 0.081 0.096
C 0.578 0.170 -0.043 -0.440
O 1.776 -0.520 -0.135 0.081
C -0.756 -0.770 0.140 -0.180
O -1.929 -0.005 -0.201 -0.098
H 1.413 -1.358 0.262 0.111
H -0.451 -1.336 1.232 0.194
H -0.696 -1.373 -0.556 0.008
H -1.743 0.898 0.518 0.227

***

No. 6
10
Properties=species:S:1:pos:R:3:lowdin_charge:R:1 method="wB97M-V/def2-TZVPD" smiles="O=[PH2]CC(=O)[O-]" gap_ev=8.70 charge=-1 homo_ev=-4.532
O -2.615 0.137 -0.046 -0.525
P -1.234 -0.376 -0.044 0.590
C 0.139 0.790 0.110 -0.267
C 1.567 -0.097 0.111 -0.776
O 2.539 0.627 -0.057 -0.062
O 1.387 -1.330 0.220 -0.133
H -0.894 -1.175 -1.304 0.031
H -0.995 -1.401 1.027 0.023
H 0.003 1.403 0.896 0.001
H 0.103 1.421 -0.913 0.117

***

No. 7
10
Properties=species:S:1:pos:R:3:lowdin_charge:R:1 method="wB97M-V/def2-TZVPD" smiles="C=C([O-])O[PH2]=O" gap_ev=7.98 charge=-1 homo_ev=-3.617
C -1.247 0.884 -0.435 -0.073
C -1.352 -0.395 -0.075 -0.616
O -2.130 -1.274 0.227 -0.017
O 0.082 -1.033 -0.289 -0.292
P 1.414 -0.515 0.149 0.433
O 2.638 -0.925 -0.570 -0.446
H -2.013 1.655 -0.358 0.021
H -0.225 1.339 -0.535 -0.013
H 1.197 0.965 0.349 0.012
H 1.634 -0.702 1.537 -0.009

***

No. 8
10
Properties=species:S:1:pos:R:3:lowdin_charge:R:1 method="wB97M-V/def2-TZVPD" gap_ev="6.20 / 6.20" charge=-1 homo_ev="-2.130 / -2.128"
C 0.416 0.941 -0.798 -0.437
C 1.253 -0.281 -0.581 -0.195
O 0.817 1.562 -1.803 -0.183
O -1.840 -0.954 0.839 -0.397
O -1.399 0.633 2.786 -0.564
P -1.640 0.667 1.306 0.679
H 0.821 -0.575 0.331 -0.010
H 2.360 -0.178 -0.480 0.067
H 1.039 -0.826 -1.484 0.050
H -1.826 -0.988 -0.116 -0.011

***

No. 9
11
Properties=species:S:1:pos:R:3:lowdin_charge:R:1 method="wB97M-V/def2-TZVPD" gap_ev="7.56 / 7.75" charge=-1 homo_ev="-5.177 / -5.227"
C -2.037 0.338 0.547 -0.491
C 1.442 -0.045 -0.333 -0.006
O -3.870 -1.525 1.138 -0.406
O -4.578 0.599 0.182 -0.428
O -3.368 -1.065 -1.222 -0.413
P -1.590 1.716 -0.284 0.660
S -3.600 -0.511 0.131 0.253
H 1.428 -1.178 -0.215 0.002
H 2.330 0.500 0.086 -0.022
H 1.221 0.373 -1.356 -0.024
H -2.893 1.984 -0.856 -0.125

***

No. 10
11
Properties=species:S:1:pos:R:3:lowdin_charge:R:1 method="wB97M-V/def2-TZVPD" gap_ev="7.19 / 7.22" homo_ev="-8.788 / -8.756"
C -2.030 0.701 -0.040 -0.114
C 1.825 -0.457 -0.489 -0.597
O 0.308 -2.534 -0.169 -0.329
O -0.050 -0.599 1.302 -0.401
O -1.545 -0.050 -0.844 -0.117
S 1.826 1.227 -0.167 0.732
S 0.231 -1.140 -0.006 0.645
H -2.501 0.515 0.866 0.065
H -1.739 1.836 -0.059 0.121
H 2.248 -0.654 -1.558 0.073
H 1.426 1.156 1.162 -0.077

***

Record-wise relative energy (zero: lowest compared OMol25 entry of this formula, charge and spin) values, in kJ/mol: 272.69, 168.01, 372.30, 632.63, 274.84, 139.80, 188.14, 311.67, 733.42, 421.91